Molecular formula: C5H11O2P
Method: DFT, ωB97M-V with the def2-TZVPD basis set

Results
multiplicity	1
structure (SMILES)	CC=[PH2]C1OCCO1
total energy	-688.773079	a.u.

Positions of all 19 atoms, in Å:
C -2.12 -1.15 -0.45
C -1.72 -0.85 0.97
C -0.05 -1.73 -0.18
C 2.17 2.20 0.10
C 1.43 1.04 0.64
O -1.13 -2.00 -0.97
O -0.58 -1.60 1.16
P 0.69 0.11 -0.59
H -2.99 -1.68 -0.54
H -2.25 -0.13 -0.90
H -1.34 0.20 1.02
H -2.43 -1.14 1.62
H 0.79 -2.46 -0.31
H 3.08 1.89 -0.39
H 2.52 2.79 0.96
H 1.57 2.99 -0.42
H 0.71 1.43 1.35
H 1.85 -0.28 -1.35
H -0.21 0.37 -1.72

In the Löwdin picture, each atom carries the following charge in e: atom 1 (C): -0.194, atom 2 (C): -0.207, atom 3 (C): -0.398, atom 4 (C): -0.283, atom 5 (C): -0.484, atom 6 (O): -0.068, atom 7 (O): -0.099, atom 8 (P): 0.907, atom 9 (H): 0.102, atom 10 (H): 0.126, atom 11 (H): 0.114, atom 12 (H): 0.103, atom 13 (H): 0.149, atom 14 (H): 0.050, atom 15 (H): 0.063, atom 16 (H): 0.070, atom 17 (H): 0.025, atom 18 (H): 0.022, atom 19 (H): 0.001



Molecular formula: C4H8ClInN2O6P
Method: DFT, ωB97M-V with the def2-TZVPD basis set

Results
net charge	-1
multiplicity	1
total energy	-1709.969209	a.u.

Positions of all 23 atoms, in Å:
C 5.16 0.74 0.13
C 4.33 0.35 -0.83
In 2.26 0.96 -0.81
Cl 1.71 1.99 -2.92
N 1.94 2.47 0.70
C 0.77 2.59 0.94
O -0.39 2.76 1.17
P 0.51 -0.84 -0.28
O 0.70 -2.12 -0.99
O 0.48 -1.05 1.34
O -0.98 -0.28 -0.57
H 4.86 0.87 1.17
H 6.21 0.96 -0.09
H 4.73 -0.22 -1.67
H 1.30 -0.70 1.70
H -0.93 0.66 -0.77
C -4.03 -1.31 0.19
N -5.51 -1.33 0.34
O -6.14 -2.15 -0.30
O -6.00 -0.52 1.09
H -3.74 -2.08 -0.51
H -3.74 -0.33 -0.17
H -3.60 -1.49 1.17

In the Löwdin picture, each atom carries the following charge in e: atom 1 (C): -0.155, atom 2 (C): -0.289, atom 3 (In): 0.410, atom 4 (Cl): -0.109, atom 5 (N): 0.000, atom 6 (C): -0.590, atom 7 (O): 0.055, atom 8 (P): 0.353, atom 9 (O): -0.381, atom 10 (O): -0.211, atom 11 (O): -0.217, atom 12 (H): 0.029, atom 13 (H): 0.035, atom 14 (H): 0.012, atom 15 (H): 0.040, atom 16 (H): 0.040, atom 17 (C): 0.041, atom 18 (N): -0.457, atom 19 (O): 0.051, atom 20 (O): 0.051, atom 21 (H): 0.097, atom 22 (H): 0.093, atom 23 (H): 0.104



Number 1: frontier orbital gap 8.3 eV, molar mass 134.1 g/mol, E_HOMO -7.44 eV. Number 2: frontier orbital gap 8.2 eV, molar mass 361.4 g/mol, E_HOMO -5.70 eV.